# 1
75
Properties=species:S:1:pos:R:3 method="wB97M-V/def2-TZVPD" total_charge=+2 de_lowest_ev=0.000 spin_multiplicity=6
Ru 0.37 -1.01 0.59
O -0.24 1.03 1.59
C -0.46 1.03 3.00
C -0.11 -0.32 3.55
C 0.33 -0.48 4.85
C 0.57 -1.76 5.32
C 0.37 -2.85 4.48
C -0.06 -2.61 3.19
N -0.28 -1.36 2.72
H -1.02 1.39 1.13
H -1.51 1.23 3.22
H 0.15 1.80 3.47
H 0.47 0.39 5.48
H 0.93 -1.91 6.33
H 0.53 -3.86 4.82
H -0.25 -3.43 2.51
C 0.77 -4.32 -3.47
O 0.28 -3.98 -2.16
C 0.00 -2.70 -1.92
O -0.35 -2.54 -0.63
N 0.03 -1.75 -2.75
N -0.19 0.52 -1.15
H 1.00 -5.38 -3.43
H 1.68 -3.76 -3.70
H 0.01 -4.15 -4.23
H 0.26 -2.01 -3.70
H -0.26 -0.31 -1.78
H 0.73 0.92 -1.33
N 1.68 -4.46 0.47
C 2.35 -3.54 1.12
N 2.15 -2.21 1.06
C 2.97 -1.52 1.99
C 2.96 -0.15 2.20
C 3.76 0.38 3.20
C 4.59 -0.45 3.96
C 4.63 -1.82 3.72
C 3.81 -2.34 2.73
S 3.58 -4.01 2.26
H 0.89 -4.21 -0.11
H 1.93 -5.43 0.55
H 2.34 0.49 1.59
H 3.76 1.45 3.40
H 5.22 -0.02 4.73
H 5.29 -2.46 4.29
C -2.75 1.51 0.04
Si -1.54 1.71 -1.41
C -2.56 1.25 -2.95
C -1.65 1.24 -4.18
C -3.12 -0.17 -2.67
C -3.73 2.23 -3.11
C -0.67 3.40 -1.48
C 0.56 3.34 -2.40
C -0.18 3.71 -0.04
C -1.63 4.51 -1.93
H -3.77 1.58 -0.31
H -2.65 2.29 0.82
H -2.65 0.52 0.50
H -0.74 0.64 -4.02
H -1.36 2.25 -4.48
H -2.18 0.79 -5.04
H -2.33 -0.90 -2.47
H -3.66 -0.53 -3.56
H -3.83 -0.17 -1.84
H -3.39 3.24 -3.35
H -4.37 2.27 -2.23
H -4.35 1.90 -3.95
H 1.36 2.71 -2.00
H 0.98 4.35 -2.50
H 0.31 2.99 -3.41
H 0.48 2.94 0.35
H -1.02 3.86 0.65
H 0.39 4.65 -0.05
H -1.81 4.47 -3.00
H -1.18 5.48 -1.71
H -2.59 4.47 -1.41

# 2
70
Properties=species:S:1:pos:R:3 method="wB97M-V/def2-TZVPD" total_charge=+1 energy_ev=-84306.5064 spin_multiplicity=4
V -0.07 0.77 0.37
C 2.86 2.47 0.84
C 1.46 2.17 1.23
C 1.09 1.28 2.27
C 2.14 0.32 2.86
C -0.25 1.19 2.67
C -0.70 0.07 3.59
C -1.23 2.05 2.11
C -2.63 1.97 2.55
C -0.83 3.00 1.10
C -1.98 3.75 0.48
C 0.47 3.16 0.69
C 0.95 4.26 -0.15
H 2.95 2.57 -0.26
H 3.52 1.68 1.05
H 3.23 3.34 1.32
H 2.13 0.59 3.91
H 3.16 0.49 2.55
H 2.00 -0.73 2.69
H -1.73 -0.12 3.33
H -0.61 0.50 4.61
H -0.06 -0.84 3.53
H -3.14 1.06 2.32
H -3.18 2.80 2.14
H -2.60 2.06 3.67
H -2.81 3.14 0.04
H -1.61 4.40 -0.32
H -2.44 4.39 1.23
H 0.27 5.07 -0.18
H 1.32 3.94 -1.18
H 1.88 4.60 0.37
C 2.55 -4.16 1.05
Si 2.16 -3.96 -0.77
C 3.60 -4.77 -1.71
C 0.54 -4.80 -1.09
C 2.13 -2.24 -1.45
C 2.84 -1.81 -2.60
C 2.78 -0.45 -2.95
C 2.23 0.44 -2.11
N 1.45 0.08 -1.08
C 1.39 -1.24 -0.77
S 0.29 -1.62 0.47
H 2.66 -5.19 1.38
H 1.66 -3.80 1.63
H 3.46 -3.57 1.41
H 4.55 -4.55 -1.25
H 3.80 -4.42 -2.74
H 3.55 -5.91 -1.88
H 0.50 -5.78 -0.66
H 0.25 -4.74 -2.15
H -0.32 -4.23 -0.57
H 3.37 -2.61 -3.17
H 3.34 0.05 -3.70
H 2.35 1.46 -2.43
C -4.37 1.39 -2.33
C -3.13 0.87 -2.97
S -1.94 0.05 -2.03
O -1.41 1.10 -1.10
C -2.96 -1.19 -1.13
C -3.59 -0.81 0.21
H -4.93 2.00 -3.02
H -4.07 1.95 -1.43
H -5.12 0.69 -2.02
H -2.55 1.63 -3.48
H -3.29 0.25 -3.91
H -2.25 -2.00 -0.95
H -3.75 -1.50 -1.82
H -3.03 -0.05 0.77
H -3.77 -1.63 0.89
H -4.55 -0.34 0.03

# 3
71
Properties=species:S:1:pos:R:3 method="wB97M-V/def2-TZVPD" total_charge=+1 de_lowest_ev=0.000 spin_multiplicity=1
Lu 1.06 -0.88 2.30
C 2.78 -2.38 1.82
C 3.22 -1.07 1.43
C 2.76 -1.01 3.72
C 2.51 -2.35 3.24
C 3.17 -0.21 2.60
C 2.83 -3.62 0.99
H 2.70 -3.41 -0.08
H 2.07 -4.35 1.29
H 3.81 -4.10 1.12
C 2.11 -3.51 4.10
H 2.10 -4.44 3.52
H 1.11 -3.37 4.56
H 2.84 -3.61 4.93
C 2.52 -0.55 5.13
H 3.22 -1.06 5.81
H 1.49 -0.78 5.48
H 2.65 0.54 5.22
C 3.53 1.25 2.65
H 4.54 1.41 3.06
H 2.82 1.80 3.29
H 3.50 1.70 1.65
C 3.88 -0.71 0.15
H 4.97 -0.55 0.29
H 3.49 0.21 -0.30
H 3.78 -1.50 -0.59
C -1.37 -2.00 -0.44
C -0.25 -2.36 -1.10
C 0.66 -1.53 -1.95
C 0.29 -0.04 -2.20
C 0.32 0.91 -1.07
C -0.71 1.27 -0.26
C -1.97 0.51 0.07
C -2.20 -0.81 -0.75
H 0.83 -2.02 -2.94
H -0.70 0.02 -2.70
H 1.68 -1.55 -1.50
H -2.00 -0.58 -1.83
H -1.75 -2.62 0.39
H 0.15 -3.35 -0.86
H -3.27 -1.08 -0.63
H -2.03 0.27 1.15
H -0.51 2.08 0.47
H -2.86 1.17 -0.04
H 0.98 0.34 -2.98
H 1.30 1.37 -0.87
P -2.57 0.77 -3.09
C -4.01 -0.30 -3.24
C -1.71 0.93 -4.69
P -1.90 3.54 -1.70
C -3.17 2.35 -2.41
C -1.33 4.32 -3.28
C -3.19 4.75 -1.24
H -4.57 -0.32 -2.29
H -3.67 -1.33 -3.44
H -4.66 0.05 -4.05
H -2.45 1.14 -5.48
H -1.21 -0.04 -4.89
H -0.92 1.70 -4.66
H -3.84 4.98 -2.09
H -2.73 5.67 -0.85
H -3.80 4.30 -0.44
H -3.83 2.09 -1.54
H -3.79 2.86 -3.19
H -0.79 5.24 -3.00
H -2.18 4.58 -3.94
H -0.62 3.67 -3.81
F -1.12 0.16 4.27
C -0.98 -1.14 3.71
F -0.85 -1.97 4.82
F -2.23 -1.44 3.19

# 4
82
Properties=species:S:1:pos:R:3 method="wB97M-V/def2-TZVPD" total_charge=+2 energy_ev=-170902.7474 spin_multiplicity=3
V -0.61 0.25 -0.56
C 3.00 -0.76 -1.86
C 3.16 0.31 -0.80
C 4.60 0.52 -0.36
O 2.37 -0.15 0.35
P 1.54 0.81 1.27
O 0.47 1.57 0.56
C 0.86 -0.43 2.42
P 0.37 -1.81 1.35
O -0.23 -1.34 0.06
O 1.50 -2.78 0.91
C 2.38 -3.50 1.82
C 3.76 -2.85 1.77
C 2.43 -4.95 1.38
O -0.67 -2.52 2.29
C -1.28 -3.83 2.09
C -2.77 -3.65 1.88
C -0.97 -4.64 3.35
O 2.58 1.71 2.00
C 2.26 2.98 2.64
C 0.96 2.86 3.42
C 2.22 4.08 1.60
H 3.47 -0.43 -2.79
H 1.94 -0.95 -2.05
H 3.47 -1.69 -1.54
H 2.74 1.27 -1.15
H 5.02 -0.40 0.02
H 4.66 1.29 0.41
H 5.19 0.85 -1.22
H -0.03 -0.06 2.92
H 1.60 -0.73 3.16
H 1.96 -3.41 2.83
H 4.16 -2.95 0.76
H 4.43 -3.34 2.47
H 3.70 -1.79 2.02
H 2.78 -5.03 0.36
H 1.44 -5.41 1.44
H 3.10 -5.51 2.03
H -0.83 -4.29 1.20
H -3.21 -3.15 2.74
H -3.24 -4.62 1.76
H -2.97 -3.06 0.98
H -1.35 -4.12 4.22
H 0.10 -4.79 3.47
H -1.45 -5.62 3.30
H 3.10 3.13 3.32
H 0.13 2.69 2.74
H 0.77 3.78 3.97
H 1.02 2.05 4.14
H 1.39 3.92 0.90
H 3.15 4.09 1.03
H 2.10 5.03 2.09
F 1.73 3.93 -2.07
C 0.56 4.39 -2.55
F 0.49 4.02 -3.83
F 0.61 5.72 -2.51
C -0.59 3.83 -1.74
C -1.46 4.64 -1.04
C -2.44 4.03 -0.24
C -2.47 2.65 -0.16
N -1.64 1.87 -0.86
C -0.72 2.44 -1.66
S 0.26 1.27 -2.43
H -1.39 5.71 -1.10
H -3.13 4.63 0.32
H -3.18 2.14 0.48
C -1.83 0.27 -4.67
N -3.13 0.28 -4.05
C -4.26 0.75 -4.63
C -5.30 0.49 -3.79
N -4.79 -0.14 -2.69
C -5.53 -0.64 -1.57
C -3.45 -0.25 -2.85
Se -2.32 -1.11 -1.59
H -1.92 -0.11 -5.69
H -1.16 -0.38 -4.10
H -1.41 1.28 -4.71
H -4.27 1.22 -5.59
H -6.35 0.69 -3.91
H -6.60 -0.54 -1.78
H -5.29 -0.08 -0.67
H -5.29 -1.69 -1.41

Summary of molar mass in u
607.839 501.754 623.501 748.520
(order as listed above)